Below is a cluster of 11 separate species, C27H72F6N10O12P in total in a non-equilibrium geometry, with properties calculated with ωB97M-V/def2-TZVPD.

HOMO energy	-20.25	eV
E_tot	-3459.76599	a.u.
HOMO-LUMO gap	0.19422	Ha
charge	+7
spin multiplicity	1

Positions of all 128 atoms, in Å:
C (-5.526155, 32.613404, 4.924107)
C (-5.315914, 33.932705, 4.306525)
O (-6.083110, 34.814313, 4.109210)
N (-3.835138, 34.261896, 3.921657)
H (-3.387197, 33.407699, 3.621990)
H (-3.796649, 34.737150, 3.031281)
C (-3.087186, 35.078627, 5.069961)
H (-6.417029, 32.498933, 5.541635)
H (-4.750493, 32.451119, 5.672517)
H (-5.415867, 31.791803, 4.216360)
H (-3.193710, 34.692443, 6.083682)
H (-3.481507, 36.093029, 5.130058)
H (-2.066026, 35.218278, 4.715236)
C (-9.379864, 33.962087, 7.087824)
C (-10.825995, 34.092634, 7.178388)
O (-11.468641, 33.217674, 7.702320)
N (-11.602391, 35.241846, 6.633144)
H (-11.114352, 35.443136, 5.772101)
H (-12.416158, 34.840391, 6.189610)
C (-11.953017, 36.384941, 7.562385)
H (-9.195326, 33.570520, 6.087463)
H (-9.026552, 33.342145, 7.911804)
H (-8.790744, 34.878200, 7.130012)
H (-12.353409, 37.235319, 7.010432)
H (-11.078901, 36.623203, 8.168396)
H (-12.694775, 35.980093, 8.250863)
C (-11.110480, 32.174439, 3.792136)
C (-11.900715, 32.944688, 2.731787)
O (-11.911460, 32.633693, 1.527181)
N (-12.444936, 34.351100, 3.242195)
H (-12.913157, 34.304462, 4.135892)
H (-11.680440, 34.912602, 3.589114)
C (-13.517717, 34.852045, 2.215206)
H (-11.328483, 31.133967, 3.551287)
H (-11.524762, 32.397283, 4.775398)
H (-10.035383, 32.323599, 3.892175)
H (-14.397964, 34.337401, 2.600427)
H (-13.371260, 34.526477, 1.185322)
H (-13.680013, 35.920190, 2.359467)
C (-8.538845, 25.108877, 1.767756)
C (-8.897639, 25.710660, 3.208091)
O (-8.485693, 25.334065, 4.319030)
N (-9.886654, 26.880473, 3.169327)
H (-9.672027, 27.485276, 3.949233)
H (-9.810377, 27.444439, 2.334924)
C (-11.338642, 26.475247, 3.316648)
H (-8.523202, 25.864643, 0.982474)
H (-9.362945, 24.428697, 1.552538)
H (-7.575179, 24.599528, 1.763435)
H (-11.969252, 27.357092, 3.203608)
H (-11.412694, 25.995007, 4.292352)
H (-11.380548, 25.785172, 2.473952)
C (-5.383310, 26.667892, 9.011097)
C (-5.494150, 25.198693, 8.722250)
O (-4.701388, 24.322568, 9.084873)
N (-6.905829, 24.855253, 8.185288)
H (-7.121786, 24.010973, 8.695844)
H (-7.630427, 25.451694, 8.558538)
C (-6.817553, 24.791057, 6.656895)
H (-5.898081, 26.987650, 9.917103)
H (-5.752406, 27.350562, 8.245706)
H (-4.324930, 26.928344, 9.001118)
H (-6.493378, 25.786440, 6.353205)
H (-7.843188, 24.559065, 6.369925)
H (-6.038721, 24.094094, 6.347435)
C (-3.603766, 33.185998, 9.914693)
C (-4.945253, 32.841821, 9.176432)
O (-4.977983, 32.973273, 7.982425)
N (-6.078013, 32.282130, 9.968157)
H (-5.804576, 31.905411, 10.864491)
H (-6.665450, 32.982741, 10.397314)
C (-6.935362, 31.302955, 9.161394)
H (-3.868426, 33.867830, 10.722872)
H (-3.045679, 33.734822, 9.156128)
H (-3.100652, 32.282899, 10.260213)
H (-7.366528, 31.937956, 8.387457)
H (-7.736015, 31.080017, 9.866629)
H (-6.485744, 30.391091, 8.768400)
C (-5.166323, 27.393474, -0.316249)
C (-6.051589, 28.276333, 0.499555)
O (-6.864711, 27.782748, 1.287721)
N (-5.948161, 29.786710, 0.291143)
H (-5.094049, 30.261587, 0.546263)
H (-6.135264, 29.975073, -0.683346)
C (-7.206245, 30.562299, 0.949928)
H (-5.738227, 27.053812, -1.179753)
H (-4.951919, 26.433083, 0.152552)
H (-4.288586, 27.895118, -0.723726)
H (-7.124858, 31.598584, 0.621906)
H (-7.193136, 30.567033, 2.039832)
H (-8.158490, 30.197420, 0.564988)
C (-12.706694, 29.122535, 7.230337)
C (-13.986437, 28.631636, 6.590680)
O (-14.026595, 28.377241, 5.361410)
N (-15.095519, 28.251415, 7.609576)
H (-14.944935, 27.269602, 7.792509)
H (-14.830647, 28.785858, 8.424629)
C (-16.525232, 28.741778, 7.192296)
H (-12.910259, 29.885242, 7.981962)
H (-11.941039, 29.350727, 6.488848)
H (-12.266415, 28.270808, 7.748802)
H (-16.433512, 29.714605, 6.709283)
H (-16.894663, 29.014235, 8.180920)
H (-17.129197, 28.031322, 6.627864)
C (-4.062547, 28.449492, 4.842981)
C (-3.025620, 27.906632, 3.853518)
O (-3.266794, 27.406924, 2.776488)
N (-1.662152, 27.889925, 4.576944)
H (-1.631576, 28.513424, 5.370934)
H (-1.539108, 26.979917, 4.997478)
C (-0.572088, 28.141817, 3.503010)
H (-4.263435, 27.816451, 5.707279)
H (-5.028567, 28.478416, 4.338931)
H (-3.683838, 29.426229, 5.144093)
H (-0.660956, 29.216642, 3.345059)
H (-0.736553, 27.679184, 2.529857)
H (0.357537, 27.754446, 3.919945)
P (-8.325318, 29.620173, 5.023727)
F (-8.637365, 29.749305, 3.484692)
F (-6.800251, 30.008214, 4.568501)
F (-8.706696, 31.187865, 5.354260)
F (-8.005900, 29.448483, 6.581167)
F (-9.905074, 29.163513, 5.274578)
F (-7.886104, 27.991784, 5.008498)
N (-10.525899, 28.956656, 0.511867)
O (-10.685675, 29.760943, -0.438722)
O (-10.134571, 27.791583, 0.393808)
O (-10.776607, 29.184087, 1.696098)

Cartesian forces, eV/Å:
0.863 -0.696 0.912
-0.309 1.615 -0.330
0.215 -0.599 0.144
-0.206 -0.143 1.424
0.761 -0.626 0.848
-0.422 1.350 -0.197
0.007 0.542 -1.199
-0.360 0.327 -0.786
0.442 0.078 -0.114
-0.289 0.117 -0.145
0.041 -0.845 -0.518
-0.523 -0.146 -0.555
0.066 -0.460 0.304
1.416 1.350 -0.499
-1.732 -2.453 2.762
0.047 1.208 -0.854
0.543 -0.333 -1.497
0.908 1.596 -0.062
-1.154 -0.327 0.925
-0.049 -0.126 0.811
0.372 -0.578 0.055
-0.320 -0.306 -0.492
-0.310 0.381 -0.019
0.203 -0.142 -0.059
0.079 0.223 -0.375
-0.129 0.064 -0.159
-1.640 0.217 0.036
2.741 -1.850 -4.529
-0.894 2.295 5.933
-1.042 -0.858 -1.377
-1.007 -1.058 0.005
0.924 0.776 -1.603
-0.591 0.325 1.177
0.383 -0.237 0.053
-0.191 -0.137 0.277
-0.074 0.234 -0.808
-0.138 0.068 -0.274
0.755 0.152 0.283
0.291 -0.068 -0.291
-0.555 0.968 1.812
1.640 -1.324 1.007
-1.678 1.438 -3.910
0.346 -0.697 1.549
0.357 0.133 0.337
-0.061 0.546 -1.583
1.237 -0.616 -0.614
-0.306 0.223 0.294
0.093 -0.273 -0.131
-0.287 -0.170 0.429
0.178 -0.186 -0.134
-0.308 -0.095 -0.255
-1.232 -0.113 0.260
1.043 0.778 -1.050
1.955 -1.889 2.990
-3.601 3.258 -2.285
2.042 -0.872 0.355
-0.033 -1.421 -0.551
-0.071 1.022 -0.366
-0.687 0.183 0.999
0.244 -0.517 0.323
-0.631 -0.459 -0.482
0.062 -0.216 0.822
-0.474 0.036 -0.130
0.538 -0.044 -0.677
-0.447 -0.373 0.279
-2.264 0.177 -0.573
4.125 1.006 -0.615
-1.824 -0.623 1.208
-0.333 -1.243 -0.574
1.216 -1.011 0.317
-0.723 1.190 -0.635
-1.308 1.278 0.809
0.411 -0.108 0.399
0.209 -0.232 0.307
0.008 0.099 0.159
0.189 -0.514 -0.247
-0.059 -0.445 -0.226
0.541 0.513 0.285
0.116 0.539 -0.728
-1.639 -3.688 2.414
2.350 3.074 -2.125
-3.715 0.676 1.185
0.527 -0.325 0.075
0.382 -0.095 -0.913
0.899 0.362 -0.242
-0.322 0.280 -0.378
0.166 0.412 0.518
0.116 -0.134 0.141
0.284 -0.083 -0.254
0.329 -0.641 -0.282
0.285 -0.552 -0.099
-0.546 -0.468 0.268
1.460 -1.485 -5.138
-1.070 1.037 5.698
0.434 1.664 -2.637
-0.632 -0.729 0.189
-0.151 -0.154 0.667
0.511 0.442 1.386
0.292 0.217 -0.118
-0.471 0.485 -0.093
-0.178 -0.226 0.381
0.362 -0.365 -0.469
-0.859 -0.542 -0.213
0.425 -0.094 0.226
0.018 -0.047 -1.407
-2.629 -1.763 0.213
1.795 1.654 2.690
0.219 -0.935 -3.032
0.133 0.689 -0.055
0.105 -0.915 -0.061
0.250 0.500 0.779
0.705 -0.172 0.092
0.105 0.469 -0.068
-0.464 0.157 0.286
0.802 -0.038 0.100
-0.657 -0.525 0.480
0.125 0.597 -0.123
-0.548 -1.913 0.462
-0.746 -0.219 -0.164
0.262 0.231 1.327
0.322 -0.342 -0.540
0.501 0.972 0.885
1.040 0.430 -0.032
-0.438 1.224 -1.334
-0.526 -0.257 -1.298
0.660 -1.103 1.888
1.424 -1.725 -2.189
-1.045 3.091 2.536